C5H39N3O12 | the ωB97M-V functional and the def2-TZVPD basis

Last column: Löwdin charge in e.
Positions of all 59 atoms, in Å:
1 N 0.29 0.14 1.93  0.056
2 C 1.33 -0.90 2.16  -0.370
3 C 0.91 -2.39 1.98  -0.062
4 C 2.63 -0.69 1.29  -0.195
5 N 2.29 -0.69 -0.14  -0.068
6 C 3.01 -1.60 -1.15  -0.157
7 C 2.23 -1.57 -2.48  -0.230
8 N 1.72 -0.21 -2.87  0.001
9 H 0.63 1.01 1.57  0.019
10 H -0.43 -0.07 1.26  0.042
11 H 1.58 -0.69 3.23  0.134
12 H 0.43 -2.80 1.07  0.058
13 H 1.74 -3.05 2.21  0.079
14 H 0.26 -2.71 2.80  0.058
15 H 3.35 -1.42 1.53  0.091
16 H 3.05 0.26 1.68  0.110
17 H 2.43 0.30 -0.40  0.064
18 H 2.90 -2.59 -0.73  0.105
19 H 4.01 -1.17 -1.25  0.108
20 H 1.38 -2.26 -2.58  0.084
21 H 3.04 -1.77 -3.25  0.126
22 H 1.33 0.19 -2.04  0.032
23 H 2.43 0.34 -3.31  0.067
24 H -1.19 -0.85 4.56  0.039
25 H -1.97 -1.80 3.73  -0.011
26 O -2.10 -1.14 4.42  -0.055
27 H -2.22 -0.45 -0.60  -0.019
28 H -3.77 -0.75 -0.15  0.006
29 O -3.14 -0.49 -0.83  -0.078
30 H 2.27 3.23 -1.26  0.049
31 H 1.08 2.46 -0.70  0.008
32 O 2.03 2.40 -0.84  -0.077
33 H 0.01 3.03 -2.64  0.010
34 H 1.42 3.06 -3.25  0.034
35 O 0.70 3.64 -2.96  -0.061
36 H -1.31 -1.06 -4.58  0.024
37 H 0.08 -0.64 -4.00  -0.003
38 O -0.46 -1.40 -4.32  -0.086
39 H -2.74 -3.38 1.61  0.072
40 H -1.43 -2.73 1.17  0.015
41 O -1.88 -3.11 1.95  -0.071
42 H -0.22 4.47 -0.81  0.067
43 H -0.73 3.70 0.48  0.054
44 O 0.04 3.91 -0.07  -0.060
45 H -0.04 -1.72 -0.50  0.027
46 H -0.78 -2.70 -1.53  0.058
47 O -0.90 -2.08 -0.81  -0.053
48 H -3.01 -1.63 2.20  0.003
49 H -4.30 -0.81 2.31  0.080
50 O -3.62 -1.08 1.68  -0.071
51 H 1.90 2.10 1.80  0.015
52 H 1.97 3.22 1.05  0.025
53 O 1.38 2.93 1.76  -0.081
54 H -2.03 0.63 1.92  0.013
55 H -2.07 2.11 1.80  0.073
56 O -2.29 1.30 1.28  -0.079
57 H -1.86 1.90 -0.91  0.013
58 H -2.31 1.09 -2.10  0.025
59 O -1.66 1.76 -1.85  -0.059

Calculated values
Kohn-Sham gap in eV: 9.50
Total energy in Eh: -1280.980605
HOMO level in eV: -9.2

***

C5H3Br | the ωB97M-V functional and the def2-TZVPD basis

Last column: Löwdin charge in e.
Positions of all 9 atoms, in Å:
1 C 0.38 -3.00 2.15  -0.206
2 C 1.34 -2.97 2.86  -0.088
3 C 0.17 0.54 -0.23  0.051
4 C 0.23 -0.43 0.67  -0.363
5 C -0.77 -0.84 1.53  -0.415
6 Br -1.17 0.04 3.16  0.742
7 H 1.01 0.75 -0.89  0.073
8 H -0.77 1.21 -0.17  0.109
9 H 0.96 -1.28 0.66  0.095

Calculated values
Kohn-Sham gap (alpha / beta) in eV: 6.97 / 7.28
Total energy in Eh: -2765.895842
HOMO level (alpha / beta) in eV: -9.7 / -9.4

***

C5H3CaO6 | the ωB97M-V functional and the def2-TZVPD basis

Last column: Löwdin charge in e.
Positions of all 15 atoms, in Å:
1 O -2.79 -1.24 -3.07  0.099
2 C -2.35 -1.23 -2.01  0.063
3 Ca -0.31 1.16 1.92  1.198
4 O 0.51 -1.79 -0.99  0.204
5 C 0.05 -0.83 -0.39  -0.361
6 C 1.06 1.34 -1.24  0.037
7 O 1.42 2.43 -1.52  0.255
8 C -0.82 -1.13 0.87  -0.191
9 O -1.43 -2.08 1.24  0.187
10 C -0.14 0.50 -1.05  -0.377
11 O -1.01 0.60 -1.96  0.073
12 H -1.16 0.53 3.19  -0.236
13 O 1.96 0.73 1.74  -0.157
14 H 2.41 0.02 2.24  0.112
15 H 2.58 0.98 1.02  0.094

Calculated values
Kohn-Sham gap (alpha / beta) in eV: 6.22 / 6.63
Total energy in Eh: -1320.873485
HOMO level (alpha / beta) in eV: -12.7 / -12.8
Total charge: +1